Molecular formula: C11H11F4NO2
Method: DFT, ωB97M-V with the def2-TZVPD basis set

As for the LUMO energy: -1.6 eV. The calculation puts the relative energy (zero: lowest compared OMol25 entry of this formula, charge and spin) at 2.2 kJ/mol. The total energy is -28037.831 eV. The value obtained for the highest occupied orbital energy is -9.756 eV. As for the gap between HOMO and LUMO: 8.13 eV.

Atoms and positions in Å:
O 2.8635 0.8453 3.7788
C 2.2255 0.3492 2.8420
C 2.7743 0.2188 1.4888
F 3.9467 0.8358 1.2445
C 2.1696 -0.5137 0.5336
F 2.7843 -0.7223 -0.6564
C 0.9701 -1.3328 0.8045
O 0.7842 -2.4535 0.2819
C 0.2817 -0.9240 2.0463
F -0.9430 -1.4890 2.2328
C 0.8785 -0.2107 3.0131
F 0.2691 0.0079 4.1974
C -2.5306 0.8373 0.0805
C -1.1528 0.8637 -0.5471
C -1.1687 1.2286 -2.0303
C -0.2641 0.2144 -2.7435
C -0.1563 -0.9670 -1.7964
N -0.5102 -0.4590 -0.4641
H -2.9489 1.8494 0.1081
H -3.2029 0.1943 -0.5030
H -2.5126 0.4607 1.1092
H -0.5061 1.5491 0.0108
H -2.1878 1.1335 -2.4221
H -0.8399 2.2584 -2.1872
H -0.6615 -0.1221 -3.7052
H 0.7377 0.6279 -2.9073
H -0.8342 -1.7916 -2.0580
H 0.8520 -1.3766 -1.7867
H -1.1174 -1.1120 0.0350

Forces on atoms 1 to 2 (eV/Å):
-1.3 -0.8 -1.9
1.3 0.9 2.0

Mulliken atomic charge list, values in e, 5 entries: -0.55 0.37 0.36 -0.28 0.07